Computed, not measured: a 12-piece molecular cluster, C42H66Br2O31 overall, with the ωB97M-V functional and the def2-TZVPD basis.

Geometry (Å):
Br -7.30 7.81 0.57
C -6.37 6.88 -0.90
C -5.17 5.95 -0.39
Br -4.25 5.13 -1.91
H -5.98 7.65 -1.56
H -7.02 6.33 -1.59
H -5.56 5.10 0.17
H -4.46 6.49 0.23
C 6.70 -1.95 6.26
C 5.45 -2.92 6.32
C 5.06 -3.54 4.97
O 5.63 -4.77 5.01
C 5.85 -5.19 6.26
O 6.20 -6.28 6.64
O 5.72 -4.04 7.10
H 6.48 -0.93 5.94
H 7.49 -2.27 5.58
H 7.16 -1.86 7.24
H 4.54 -2.51 6.77
H 5.58 -3.05 4.15
H 4.00 -3.66 4.72
C -0.01 0.86 1.78
C 0.61 0.62 0.41
C 1.56 1.80 0.01
O 2.65 1.14 -0.51
C 2.61 -0.13 -0.28
O 3.50 -0.88 -0.61
O 1.54 -0.39 0.43
H -0.77 1.64 1.73
H 0.75 1.19 2.48
H -0.51 -0.02 2.19
H -0.17 0.40 -0.31
H 1.82 2.27 0.96
H 1.03 2.51 -0.63
C -10.96 3.93 3.24
C -10.21 3.34 4.43
C -10.23 1.84 4.51
O -8.88 1.58 4.90
C -8.10 2.63 4.69
O -6.90 2.59 4.57
O -8.87 3.64 4.27
H -10.34 3.69 2.37
H -11.00 5.01 3.23
H -11.97 3.53 3.13
H -10.57 3.74 5.38
H -10.26 1.24 3.60
H -10.95 1.43 5.21
C 2.18 -7.43 -4.56
C 1.22 -7.26 -3.36
C 1.09 -5.94 -2.68
O -0.34 -5.82 -2.55
C -0.95 -6.72 -3.35
O -2.14 -6.82 -3.58
O -0.05 -7.56 -3.85
H 3.23 -7.39 -4.26
H 2.09 -6.61 -5.27
H 2.02 -8.37 -5.09
H 1.39 -8.11 -2.70
H 1.39 -5.10 -3.31
H 1.63 -5.98 -1.73
C -1.73 7.52 5.92
C -0.32 7.84 5.37
C 0.63 8.55 6.27
O 1.73 7.66 6.30
C 1.43 6.52 5.74
O 2.17 5.54 5.66
O 0.22 6.58 5.17
H -1.75 6.56 6.44
H -2.40 7.37 5.07
H -2.17 8.29 6.54
H -0.39 8.41 4.44
H 0.17 8.76 7.24
H 0.89 9.48 5.77
C 2.61 4.32 -6.78
C 4.00 4.07 -7.38
C 4.87 2.93 -6.80
O 5.40 2.34 -8.02
C 4.73 2.80 -9.10
O 4.84 2.36 -10.24
O 3.85 3.69 -8.72
H 2.12 3.35 -6.79
H 1.99 4.98 -7.40
H 2.72 4.71 -5.77
H 4.59 4.98 -7.38
H 4.32 2.29 -6.11
H 5.61 3.44 -6.19
C 9.33 0.92 0.54
C 10.26 0.89 -0.67
C 9.58 0.69 -1.95
O 10.40 1.50 -2.80
C 11.04 2.45 -2.06
O 11.61 3.46 -2.54
O 10.85 2.13 -0.78
H 8.44 1.56 0.48
H 9.88 1.24 1.43
H 8.93 -0.03 0.89
H 11.05 0.16 -0.56
H 8.57 1.09 -1.90
H 9.47 -0.37 -2.18
C -3.00 -4.95 7.07
C -2.28 -5.98 7.91
C -0.77 -5.86 8.13
O -0.52 -5.82 9.50
C -1.67 -5.85 10.15
O -1.77 -5.67 11.37
O -2.70 -5.89 9.24
H -2.21 -4.69 6.36
H -3.34 -4.08 7.64
H -3.84 -5.44 6.58
H -2.59 -6.94 7.52
H -0.33 -5.01 7.61
H -0.44 -6.79 7.65
C -2.54 -3.37 -9.74
C -1.10 -2.94 -9.37
C -0.76 -1.52 -9.88
O -0.22 -0.90 -8.74
C -0.39 -1.67 -7.62
O -0.27 -1.21 -6.48
O -1.04 -2.79 -8.00
H -2.72 -3.51 -10.81
H -3.33 -2.72 -9.39
H -2.61 -4.35 -9.25
H -0.31 -3.63 -9.68
H -1.68 -1.05 -10.23
H -0.06 -1.54 -10.72
C -5.96 -2.02 -0.20
C -5.94 -0.91 -1.23
C -6.15 -1.46 -2.62
O -7.14 -0.62 -3.17
C -7.57 0.26 -2.26
O -8.44 1.06 -2.43
O -7.00 -0.01 -1.11
H -5.42 -2.91 -0.52
H -6.97 -2.31 0.09
H -5.53 -1.52 0.66
H -5.03 -0.30 -1.28
H -6.38 -2.52 -2.73
H -5.21 -1.42 -3.18
O 6.33 -3.45 -6.76
H 5.95 -3.96 -7.47
H 5.59 -3.22 -6.19

HOMO-LUMO gap: 10.31 eV
Net charge: 0
Lowest unoccupied orbital energy: -0.26 eV
HOMO: -10.6 eV